The following is a quantum chemistry calculation of C5H6CuO3 as an isolated structure in a non-equilibrium geometry, from OMol25.

**HOMO-LUMO gap (spin up / spin down)**: 5.719 / 5.824 eV
**Multiplicity**: 2
**Energy above the lowest of the compared OMol25 structures with the same formula, charge and spin**: 0.0 kcal per mole

Geometry as XYZ:
```
15
Properties=species:S:1:pos:R:3:mulliken_spin:R:1
C -2.581 -0.377 0.465 0.874
C -1.712 0.342 -0.513 -0.068
C -0.661 1.233 0.102 0.059
C 0.675 1.017 -0.013 0.007
O 1.657 1.812 0.279 0.000
Cu 3.464 1.128 0.070 0.000
H -3.639 -0.537 0.249 0.018
H -2.174 -0.787 1.393 0.021
H -2.347 0.964 -1.180 0.014
H -1.264 -0.407 -1.191 0.075
H -0.999 2.070 0.726 0.003
O 2.423 -3.196 -0.067 0.000
O 3.389 -1.092 0.011 0.000
C 2.823 -2.112 -0.035 -0.001
H 0.946 -0.057 -0.296 -0.003
```

=====

The following is a quantum chemistry calculation of a 5-piece molecular cluster, C19H47BrNO12S3 overall, from OMol25.

**HOMO-LUMO gap**: 8.234 eV
**Charge**: -1

Geometry as XYZ:
```
83
Properties=species:S:1:pos:R:3:lowdin_charge:R:1
C 0.036 -4.066 1.332 -0.167
C -0.492 -3.740 -0.068 -0.547
S -0.785 -1.978 -0.367 0.834
C 0.925 -1.404 -0.431 -0.581
S 1.443 -0.585 -1.975 0.423
O 2.343 -1.513 -2.618 -0.346
O 0.263 -0.168 -2.684 -0.364
N 2.343 0.625 -1.476 -0.371
S 2.016 1.915 -0.686 0.187
O 2.820 2.009 0.502 -0.392
O 1.927 3.068 -1.542 -0.395
Br -0.075 1.772 0.179 0.436
H -0.214 -3.271 2.035 0.056
H 1.123 -4.170 1.334 0.062
H -0.376 -5.001 1.719 0.065
H 0.191 -4.103 -0.839 0.073
H -1.459 -4.212 -0.254 0.047
H 1.583 -2.270 -0.364 0.053
H 1.150 -0.723 0.388 0.004
C 0.743 -3.132 5.243 -0.113
O 1.604 -3.475 4.178 -0.209
C 2.540 -2.462 3.850 -0.197
C 3.918 -2.762 4.400 -0.199
O 3.942 -2.788 5.819 -0.188
C 3.871 -4.089 6.363 -0.120
H 0.207 -4.036 5.529 0.088
H 1.298 -2.754 6.107 0.083
H 0.015 -2.374 4.932 0.090
H 2.195 -1.490 4.216 0.132
H 2.602 -2.403 2.759 0.123
H 4.606 -1.980 4.070 0.128
H 4.273 -3.718 3.999 0.126
H 4.808 -4.635 6.204 0.086
H 3.050 -4.665 5.927 0.081
H 3.705 -3.982 7.434 0.086
C -0.048 5.288 1.985 -0.104
O -1.351 4.860 2.346 -0.198
C -2.097 5.815 3.065 -0.220
C -3.105 6.527 2.184 -0.214
O -2.492 7.302 1.171 -0.192
C -2.399 6.636 -0.077 -0.104
H 0.316 4.607 1.220 0.054
H -0.062 6.306 1.586 0.086
H 0.626 5.250 2.847 0.091
H -1.435 6.551 3.537 0.124
H -2.640 5.292 3.859 0.122
H -3.705 7.204 2.801 0.120
H -3.780 5.786 1.739 0.125
H -3.384 6.561 -0.552 0.086
H -1.978 5.635 0.026 0.085
H -1.747 7.233 -0.712 0.089
C -4.502 -5.497 1.027 -0.110
O -4.225 -5.239 -0.334 -0.197
C -4.909 -6.083 -1.239 -0.208
C -6.118 -5.402 -1.846 -0.208
O -7.104 -5.091 -0.878 -0.193
C -7.068 -3.743 -0.446 -0.109
H -4.118 -4.653 1.598 0.091
H -5.575 -5.599 1.209 0.083
H -3.996 -6.409 1.365 0.088
H -5.215 -7.011 -0.743 0.125
H -4.214 -6.341 -2.044 0.126
H -6.572 -6.075 -2.580 0.123
H -5.799 -4.494 -2.370 0.128
H -7.439 -3.071 -1.228 0.088
H -6.059 -3.434 -0.167 0.085
H -7.721 -3.666 0.422 0.087
C 3.914 2.940 -4.204 -0.088
O 4.768 3.952 -4.735 -0.193
C 5.241 3.683 -6.033 -0.225
C 4.481 4.451 -7.098 -0.217
O 3.129 4.054 -7.210 -0.189
C 2.233 4.849 -6.456 -0.109
H 3.421 3.344 -3.324 0.065
H 3.156 2.642 -4.932 0.090
H 4.491 2.057 -3.915 0.094
H 5.194 2.610 -6.251 0.126
H 6.293 3.990 -6.079 0.120
H 4.953 4.273 -8.070 0.119
H 4.547 5.525 -6.882 0.123
H 2.110 5.838 -6.915 0.084
H 2.569 4.973 -5.426 0.083
H 1.272 4.337 -6.456 0.091
```

=====

The following is a quantum chemistry calculation of one molecule with the formula CH2ClNOS2 in a non-equilibrium geometry, from OMol25.

**HOMO-LUMO gap**: 8.162 eV
**Energy above the lowest of the compared OMol25 structures with the same formula, charge and spin**: 6.9 kcal per mole

Geometry as XYZ:
```
8
Properties=species:S:1:pos:R:3:lowdin_charge:R:1
C 1.208 0.480 0.080 -0.302
N -0.033 0.837 0.142 -0.295
O 1.661 -0.742 0.177 0.087
S -1.280 -1.631 -0.664 0.166
S -1.434 -0.048 0.415 0.147
Cl -2.958 1.228 -0.367 0.112
H 1.909 1.157 -0.123 0.097
H 0.927 -1.280 0.341 -0.011
```